# C2H7N2O

2 unconnected molecules or ions with the total composition C2H7N2O at a distorted geometry (wB97M-V/def2-TZVPD, the OMol25 dataset).

Output
- orbital gap (spin up / spin down) (Ha) = 0.2859 / 0.3649
- highest occupied orbital energy (spin up / spin down) (eV) = -12.92 / -14.07
- energy relative to the best compared isomer or geometry (same formula, charge and spin) (kJ/mol) = 658.2
- E_tot (eV) = -7202.324
- E_LUMO (spin up / spin down) (eV) = -5.14 / -4.14

ORCA input file:
```
! wB97M-V def2-TZVPD RIJCOSX def2/J DEFGRID3
* xyz 1 1
C 0.68 -0.05 -0.33
C -2.50 0.33 -0.28
N -0.17 1.06 -0.36
N 2.12 0.28 -0.75
O 0.35 0.53 0.86
H 0.35 -1.04 -0.57
H -2.26 0.12 0.75
H -2.97 1.25 -0.44
H -2.52 -0.37 -1.11
H 2.10 1.41 -0.88
H 2.35 0.00 -1.70
H 2.78 -0.08 -0.08
*
```


# C2H7N2O2

2 unconnected molecules or ions with the total composition C2H7N2O2 at a distorted geometry (wB97M-V/def2-TZVPD, the OMol25 dataset).

Output
- orbital gap (spin up / spin down) (Ha) = 0.1970 / 0.3224
- highest occupied orbital energy (spin up / spin down) (eV) = -14.96 / -16.02
- energy relative to the best compared isomer or geometry (same formula, charge and spin) (kJ/mol) = 904.3
- E_tot (eV) = -9247.400
- E_LUMO (spin up / spin down) (eV) = -9.60 / -7.25

ORCA input file:
```
! wB97M-V def2-TZVPD RIJCOSX def2/J DEFGRID3
* xyz 1 1
C -1.44 -1.31 0.01
C 2.40 0.59 -0.11
N -0.86 0.92 0.14
N -1.79 0.09 0.01
O -2.95 0.45 -0.11
O 1.47 -0.21 0.22
H -1.39 -1.66 -1.03
H -2.22 -1.88 0.51
H -0.47 -1.44 0.47
H 2.46 0.90 -1.16
H 3.39 0.18 0.26
H 2.53 1.45 0.62
H -1.12 1.90 0.15
*
```


# C2H7N2O5P

A single C2H7N2O5P molecule at a distorted geometry (wB97M-V/def2-TZVPD, the OMol25 dataset).

Output
- orbital gap (Ha) = 0.3345
- SMILES = [H]/N=C(\COP(=O)(O)O)NO
- highest occupied orbital energy (eV) = -9.01
- energy relative to the best compared isomer or geometry (same formula, charge and spin) (kJ/mol) = 69.5
- E_tot (eV) = -24693.582
- E_LUMO (eV) = 0.10

ORCA input file:
```
! wB97M-V def2-TZVPD RIJCOSX def2/J DEFGRID3
* xyz 0 1
H -1.86 0.51 -1.59
N -2.44 0.43 -0.76
C -1.81 0.07 0.24
C -0.38 -0.37 0.10
O -0.25 -0.70 -1.38
P 1.15 -1.51 -1.75
O 2.31 -1.15 -0.94
O 0.94 -3.13 -1.60
O 1.81 -1.18 -3.20
N -2.50 0.06 1.43
O -3.71 0.79 1.51
H 0.22 0.37 0.58
H -0.09 -1.26 0.62
H 1.32 -3.47 -0.73
H 2.60 -0.89 -2.84
H -1.99 -0.14 2.25
H -3.90 0.95 0.57
*
```


Q: Number 2 is which compound?
A: C2H7N2O2


Q: The highest energy relative to the best compared isomer or geometry (same formula, charge and spin) belongs to which entry?
A: C2H7N2O2


Q: Which of these has the lowest energy relative to the best compared isomer or geometry (same formula, charge and spin)?
A: C2H7N2O5P


Q: The lowest energy relative to the best compared isomer or geometry (same formula, charge and spin) belongs to which entry?
A: C2H7N2O5P